This record from the Open Molecules 2025 dataset describes an isolated ion of composition C6H9N4O5 and charge +1 in a non-equilibrium geometry. The level of theory is ωB97M-V/def2-TZVPD.

Bonds (Å) are listed after each position.
CARTESIAN COORDINATES (ANGSTROEM)
1 O -1.1357 0.6959 2.6623  N6 1.364, N7 1.430
2 O -0.7700 -3.4124 -0.2114  C11 1.203
3 O 1.6520 3.6142 1.2087  C14 1.355, H22 0.972
4 O -1.6658 -1.1093 1.5019  N6 1.202
5 O -0.3361 0.8856 -1.7197  C15 1.326, H20 1.020
6 N -1.1081 -0.0448 1.5168  O1 1.364, O4 1.202, C12 1.354
7 N -0.2919 1.8321 2.4566  O1 1.430, C13 1.374, H17 0.958
8 N 1.0068 -2.1565 0.6688  C11 1.348, H21 0.955, H24 0.980
9 N -0.3901 -1.3044 -1.0772  C10 1.436, C11 1.538, C15 1.350
10 C -0.7350 -1.6386 -2.4307  N9 1.436, H16 1.125, H18 1.083, H23 1.179
11 C -0.0495 -2.4543 -0.1145  O2 1.203, N8 1.348, N9 1.538
12 C -0.4137 0.5940 0.5460  N6 1.354, C13 1.472, C15 1.411
13 C 0.1421 1.8149 1.1528  N7 1.374, C12 1.472, C14 1.333
14 C 1.0924 2.5531 0.5783  O3 1.355, C13 1.333, H19 1.015
15 C -0.3521 0.0004 -0.7324  O5 1.326, N9 1.350, C12 1.411
16 H -1.6877 -1.0510 -2.5469  C10 1.125
17 H -0.7189 2.6729 2.6284  N7 0.958
18 H -1.0187 -2.6812 -2.3614  C10 1.083
19 H 1.3354 2.3134 -0.3771  C14 1.015
20 H 0.1820 0.6209 -2.5579  O5 1.020
21 H 1.5327 -1.3711 0.5315  N8 0.955
22 H 2.4687 3.9261 0.7827  O3 0.972
23 H -0.0175 -1.3843 -3.3308  C10 1.179
24 H 1.2787 -2.9158 1.2252  N8 0.980

The net charge is +1. As for the HOMO energy (alpha / beta): -11.791 / -11.791 eV. The frontier orbital gap (alpha / beta) is 6.6 / 6.6 eV. As for the structure (SMILES): CN(C(N)=O)/C(O)=c1/c(=C/O)[nH]o[n+]1=O.



This record from the Open Molecules 2025 dataset describes one molecule with the formula C4H7NSi in a non-equilibrium geometry. The level of theory is ωB97M-V/def2-TZVPD.

Bonds (Å) are listed after each position.
CARTESIAN COORDINATES (ANGSTROEM)
1 Si 0.3199 -1.4514 0.0475  C4 1.906, H9 1.502, H12 1.529, H13 1.419
2 N 1.2158 1.2554 -0.1410  C4 1.381, H7 0.973, H11 0.982
3 C -2.3266 0.0879 0.1989  C5 1.291, C6 1.529, H8 1.155
4 C 0.1184 0.4442 0.0700  Si1 1.906, N2 1.381, C6 1.397
5 C -1.8367 -0.1909 -0.9626  C3 1.291, C6 1.784
6 C -1.1398 1.0485 0.1141  C3 1.529, C4 1.397, C5 1.784, H10 1.069
7 H 2.0681 0.8221 -0.3222  N2 0.973
8 H -2.9329 0.2037 1.1755  C3 1.155
9 H 1.6480 -2.0731 0.3709  Si1 1.502
10 H -1.3323 2.0925 -0.0099  C6 1.069
11 H 1.0031 2.1879 -0.3632  N2 0.982
12 H 0.0207 -2.3880 -1.1237  Si1 1.529
13 H -0.3633 -1.9594 1.1829  Si1 1.419

The expectation value of S² is 2.014. As for the HOMO energy (alpha / beta): -5.451 / -9.705 eV. The frontier orbital gap (alpha / beta) is 6.4 / 7.3 eV. Its spin multiplicity is 3.



What did we get for E? Answer: -828.79953; -500.54097 Eh, in the order shown.
What did we get for relative energy (zero: lowest compared OMol25 entry of this formula, charge and spin)? Answer: 695.0; 192.2 kJ/mol, in the order shown.